Formula: C38H61BN10O12
Source: OMol25
Level of theory: the ωB97M-V functional and the def2-TZVPD basis

total charge: +2
Kohn-Sham gap: 2.5 eV

Each line ends with the Löwdin charge.
CARTESIAN COORDINATES (ANGSTROEM)
O: -8.683 3.183 -9.820  0.150
C: -9.568 3.943 -10.101  -0.373
O: -10.634 4.259 -9.371  0.200
B: -11.385 5.366 -10.039  -0.912
O: -10.791 5.378 -11.396  0.207
C: -9.638 4.706 -11.398  -0.363
O: -8.802 4.639 -12.263  0.111
O: -11.124 6.631 -9.348  0.214
C: -12.266 7.201 -8.947  -0.366
O: -12.436 8.203 -8.320  0.168
C: -13.409 6.272 -9.510  -0.357
O: -12.837 5.211 -10.093  0.208
O: -14.595 6.402 -9.439  0.169
C: -9.585 5.258 -15.845  -0.043
C: -10.245 5.537 -14.485  -0.185
N: -11.650 5.769 -14.618  -0.047
C: -12.263 6.621 -15.482  -0.023
C: -13.609 6.490 -15.341  0.004
N: -13.811 5.595 -14.349  -0.080
C: -12.613 5.038 -14.007  0.042
C: -15.063 5.230 -13.729  0.031
H: -8.515 5.207 -15.640  0.081
H: -9.739 6.070 -16.557  0.076
H: -9.914 4.397 -16.426  0.089
H: -9.748 6.415 -14.075  0.103
H: -10.084 4.710 -13.795  0.090
H: -11.603 7.267 -16.037  0.140
H: -14.439 7.007 -15.795  0.153
H: -12.360 4.304 -13.261  0.160
H: -15.094 4.218 -13.333  0.106
H: -15.842 5.311 -14.486  0.115
H: -15.276 6.000 -12.990  0.109
C: -8.041 8.680 -10.100  -0.065
C: -8.397 8.738 -11.577  -0.141
N: -9.821 8.938 -11.860  -0.031
C: -10.395 8.822 -13.091  -0.042
C: -11.737 9.093 -13.029  0.015
N: -11.974 9.347 -11.686  -0.063
C: -10.832 9.241 -10.989  0.030
C: -13.294 9.510 -11.066  0.051
H: -6.971 8.450 -10.127  0.090
H: -8.464 7.866 -9.511  0.076
H: -7.959 9.540 -9.434  0.098
H: -8.211 7.753 -12.004  0.121
H: -7.835 9.552 -12.031  0.142
H: -9.683 8.597 -13.870  0.133
H: -12.444 9.177 -13.836  0.132
H: -10.763 9.318 -9.915  0.165
H: -13.128 9.674 -10.004  0.069
H: -13.711 8.509 -11.199  0.095
H: -13.921 10.220 -11.598  0.121
C: -20.706 6.082 -8.234  -0.051
C: -19.197 6.168 -8.312  -0.193
N: -18.435 7.193 -7.658  -0.048
C: -18.803 8.538 -7.648  0.032
C: -17.715 9.231 -7.182  0.011
N: -16.730 8.317 -6.952  -0.084
C: -17.175 7.094 -7.203  -0.020
C: -15.395 8.595 -6.408  0.039
H: -21.258 6.915 -8.679  0.076
H: -21.081 6.007 -7.213  0.084
H: -21.117 5.284 -8.852  0.088
H: -18.899 6.265 -9.358  0.132
H: -18.692 5.271 -7.951  0.112
H: -19.809 8.814 -7.910  0.135
H: -17.606 10.273 -6.930  0.147
H: -16.708 6.127 -7.109  0.164
H: -15.430 8.305 -5.358  0.109
H: -15.212 9.666 -6.457  0.090
H: -14.606 8.055 -6.925  0.073
C: -9.078 1.838 -6.070  -0.055
C: -10.555 1.855 -5.680  -0.150
N: -11.363 1.363 -6.765  -0.043
C: -11.505 0.043 -7.170  0.000
C: -12.150 0.030 -8.375  -0.005
N: -12.421 1.338 -8.716  -0.074
C: -12.052 2.128 -7.641  0.045
C: -12.909 1.857 -9.983  0.037
H: -8.487 2.224 -5.236  0.090
H: -8.757 2.547 -6.836  0.072
H: -8.644 0.873 -6.330  0.072
H: -10.876 2.868 -5.440  0.137
H: -10.698 1.238 -4.795  0.138
H: -11.139 -0.793 -6.597  0.145
H: -12.476 -0.737 -9.058  0.142
H: -12.168 3.197 -7.591  0.163
H: -12.219 2.532 -10.480  0.086
H: -13.889 2.267 -9.739  0.107
H: -13.072 0.952 -10.568  0.107
C: -8.588 -0.341 -9.609  -0.070
C: -7.252 0.227 -10.057  -0.136
N: -7.229 0.391 -11.528  -0.026
C: -7.233 -0.584 -12.492  -0.011
C: -7.236 0.010 -13.699  0.003
N: -7.419 1.380 -13.505  -0.064
C: -7.305 1.588 -12.176  0.021
C: -7.617 2.368 -14.575  0.024
H: -8.784 -0.423 -8.542  0.066
H: -8.763 -1.330 -10.041  0.081
H: -9.455 0.176 -10.032  0.068
H: -6.501 -0.516 -9.791  0.135
H: -7.027 1.181 -9.588  0.119
H: -7.360 -1.620 -12.219  0.147
H: -7.154 -0.422 -14.683  0.144
H: -7.325 2.584 -11.761  0.143
H: -6.705 2.540 -15.142  0.114
H: -7.921 3.298 -14.094  0.065
H: -8.463 2.103 -15.206  0.106
C: -17.010 3.912 -9.706  -0.063
C: -18.049 3.767 -10.803  -0.799
O: -17.672 3.701 -11.998  -0.096
O: -19.230 3.723 -10.383  -0.068
H: -16.851 4.990 -9.655  0.042
H: -16.083 3.422 -10.015  0.038
H: -17.366 3.436 -8.794  0.068
C: -13.840 11.713 -8.259  -0.077
C: -13.868 12.788 -7.257  -0.809
O: -13.928 12.535 -6.012  -0.118
O: -13.878 14.017 -7.545  -0.091
H: -12.963 11.753 -8.915  0.059
H: -14.730 11.823 -8.886  0.076
H: -13.856 10.674 -7.919  0.028